125
Properties=species:S:1:pos:R:3:lowdin_charge:R:1 method="wB97M-V/def2-TZVPD" charge=-2 e_lumo_ev=3.7447 e_above_lowest_kj_mol=158.1 homo_lumo_gap_ha=0.162 homo_ha=-0.0248
K 0.1654 0.2810 -0.7413 0.660
C 0.7517 -2.4353 -1.7875 -0.255
Si 1.2248 -1.7375 -3.5134 0.772
C -0.2824 -0.6758 -4.0592 -0.244
N -0.3658 0.6118 -3.3795 -0.253
C 0.3971 1.6436 -4.0817 -0.187
C -0.3421 2.9766 -4.1639 -0.185
C -1.6783 2.8141 -4.8908 -0.196
C -2.4180 1.5614 -4.3956 -0.160
C -1.7451 1.0187 -3.1352 -0.218
C 2.8422 -0.7692 -3.7699 -0.218
C 3.5912 -0.9328 -4.9331 -0.107
C 4.7927 -0.2719 -5.1175 -0.112
C 5.2612 0.6043 -4.1544 -0.106
C 4.5157 0.8049 -3.0037 -0.071
C 3.3295 0.1177 -2.8184 -0.101
C 1.3623 -3.1930 -4.7282 -0.240
C 0.3601 -3.5205 -5.6400 -0.093
C 0.4509 -4.6370 -6.4473 -0.108
C 1.5564 -5.4700 -6.3643 -0.116
C 2.5615 -5.1703 -5.4546 -0.105
C 2.4585 -4.0552 -4.6506 -0.106
H 0.7734 -3.5288 -1.8435 0.086
H -0.2787 -2.1664 -1.5550 0.000
H -1.1687 -1.2492 -3.7896 0.081
H -0.3146 -0.5483 -5.1545 0.080
H 0.6327 1.3218 -5.1111 0.121
H 1.3573 1.8047 -3.5768 0.104
H 0.2801 3.6965 -4.7010 0.112
H -0.4966 3.3656 -3.1583 0.095
H -1.4960 2.7364 -5.9685 0.099
H -2.2899 3.7067 -4.7306 0.098
H -2.3882 0.7807 -5.1578 0.102
H -3.4668 1.7803 -4.1903 0.105
H -2.2964 0.1595 -2.7533 0.081
H -1.7699 1.7840 -2.3592 0.110
H 3.2308 -1.6051 -5.6997 0.091
H 5.3696 -0.4427 -6.0190 0.088
H 6.1989 1.1302 -4.2980 0.089
H 4.8459 1.4981 -2.2441 0.097
H 2.7938 0.2405 -1.8938 0.068
H -0.5100 -2.8843 -5.7104 0.092
H -0.3437 -4.8659 -7.1470 0.093
H 1.6333 -6.3419 -7.0013 0.087
H 3.4239 -5.8216 -5.3780 0.093
H 3.2396 -3.8296 -3.9381 0.109
C 0.4715 0.7211 4.0161 -0.284
N -0.9702 0.8641 4.1101 -0.220
C -1.7147 -0.3098 3.7140 -0.327
P -1.9603 -0.4649 1.8432 1.093
C -3.2885 0.7729 1.5975 -0.383
C -4.1258 0.5643 0.5056 -0.084
C -5.0957 1.4892 0.1747 -0.072
C -5.2417 2.6444 0.9270 -0.109
C -4.4102 2.8614 2.0111 -0.099
C -3.4341 1.9366 2.3452 -0.098
C -3.1013 -1.9115 1.9722 -0.366
C -2.8242 -3.0794 1.2730 -0.113
C -3.7033 -4.1490 1.3115 -0.088
C -4.8695 -4.0675 2.0516 -0.103
C -5.1542 -2.9074 2.7532 -0.100
C -4.2787 -1.8403 2.7134 -0.106
C -1.3491 1.4591 5.3320 -0.267
C -1.1355 2.8324 5.4812 -0.025
C -1.4774 3.4746 6.6617 -0.094
C -2.0304 2.7611 7.7109 -0.122
C -2.2376 1.3979 7.5758 -0.095
C -1.9036 0.7502 6.3922 -0.021
P 1.0849 0.7256 2.2235 1.105
C 2.1275 2.2252 2.4829 -0.351
C 1.6472 3.4633 2.0688 -0.101
C 2.4048 4.6100 2.2351 -0.085
C 3.6643 4.5364 2.8024 -0.106
C 4.1400 3.3132 3.2438 -0.088
C 3.3719 2.1727 3.1049 -0.085
C 2.3986 -0.5407 2.3721 -0.363
C 2.2966 -1.6505 3.2067 -0.119
C 3.3472 -2.5427 3.3195 -0.095
C 4.4850 -2.3829 2.5495 -0.097
C 4.5676 -1.3189 1.6662 -0.084
C 3.5419 -0.3993 1.5858 -0.123
H 0.7880 -0.1894 4.5448 0.079
H 0.9272 1.5734 4.5295 0.090
H -2.7092 -0.2557 4.1652 0.076
H -1.2244 -1.2432 4.0417 0.099
H -3.9893 -0.3206 -0.0962 0.069
H -5.7337 1.3119 -0.6793 0.102
H -5.9918 3.3790 0.6590 0.089
H -4.5132 3.7658 2.5989 0.093
H -2.7757 2.1389 3.1777 0.083
H -1.9385 -3.1415 0.6611 0.081
H -3.4804 -5.0435 0.7474 0.104
H -5.5686 -4.8938 2.0642 0.093
H -6.0717 -2.8296 3.3244 0.091
H -4.5346 -0.9325 3.2452 0.099
H -0.6997 3.3870 4.6630 0.114
H -1.3135 4.5387 6.7606 0.096
H -2.2950 3.2599 8.6343 0.090
H -2.6457 0.8252 8.3977 0.095
H -2.0497 -0.3165 6.3120 0.108
H 0.6775 3.5416 1.5957 0.094
H 2.0112 5.5625 1.9065 0.101
H 4.2794 5.4218 2.8988 0.091
H 5.1221 3.2524 3.6924 0.095
H 3.7508 1.2263 3.4624 0.105
H 1.3980 -1.8479 3.7733 0.082
H 3.2678 -3.3707 4.0113 0.096
H 5.2952 -3.0980 2.6189 0.090
H 5.4320 -1.2125 1.0273 0.103
H 3.6146 0.4328 0.9054 0.100
O -1.2090 1.9524 0.3179 -0.218
H -0.5107 2.4376 -0.1663 -0.026
H -1.0395 2.1554 1.2430 -0.003
O 0.5753 -3.3555 1.5809 -0.144
H -0.1402 -2.7169 1.6501 -0.039
H 1.1484 -2.9721 0.8448 -0.030
O 0.8144 3.1155 -1.0170 -0.037
N 1.8839 2.5465 -0.8104 -0.597
O 2.9159 3.0427 -1.2009 0.044
O 1.8962 1.4796 -0.2022 -0.291
S -4.8993 -2.9327 -2.0280 0.402
C -3.5209 -2.1883 -1.6670 -1.057
N -2.5336 -1.6270 -1.3966 0.038
O 2.8941 -2.0137 -0.8919 -0.097
C 1.7002 -2.1390 -0.6258 -0.405



14
Properties=species:S:1:pos:R:3:lowdin_charge:R:1 method="wB97M-V/def2-TZVPD" e_lumo_ev=0.4005 e_above_lowest_kj_mol=86.5 homo_lumo_gap_ha=0.367 homo_ha=-0.3527
C -0.0431 0.8243 1.1591 -0.136
N 1.1689 0.1745 1.6320 -0.011
C 1.6806 -0.7578 0.9703 -0.289
N 1.2031 -1.2263 -0.3070 0.028
H 0.0763 1.8942 1.3107 0.072
H -0.8688 0.5043 1.7952 0.079
H -0.2842 0.6144 0.1160 0.007
H 2.5655 -1.2674 1.3538 0.100
H 1.8893 -1.0229 -1.0260 0.074
H 1.0519 -2.2268 -0.3189 0.071
S -1.7625 1.0766 -2.6495 0.231
S -2.8664 -0.1766 -1.4547 0.216
H -0.5720 0.8741 -2.0590 -0.236
H -3.2386 0.7153 -0.5223 -0.206



20
Properties=species:S:1:pos:R:3:lowdin_charge:R:1 method="wB97M-V/def2-TZVPD" charge=+1 e_lumo_ev=-7.0753 e_above_lowest_kj_mol=475.0 homo_lumo_gap_ha=0.204 homo_ha=-0.4636
N -0.7711 -0.4550 3.7878 0.020
C -0.8931 0.0363 -0.5698 0.116
C 0.4256 0.3732 -0.1138 -0.111
C 0.9160 1.6233 -0.9613 -0.214
O 2.1679 1.9699 -0.4930 0.005
C -1.2285 -1.0450 -1.4898 -0.196
N -0.7657 -2.3402 -0.9066 0.085
H -1.6953 -0.2796 3.4456 -0.004
H -0.1622 -1.0834 3.3059 -0.011
H -0.7158 -0.4547 4.7889 0.012
H -1.7005 0.4644 0.0279 0.160
H 1.0891 -0.4566 -0.3224 0.134
H 0.3826 0.6432 0.9418 0.143
H 0.2060 2.4425 -0.8468 0.136
H 0.8988 1.3466 -2.0193 0.135
H 2.8064 1.9343 -1.2148 0.120
H -2.2958 -1.1093 -1.6649 0.129
H -0.6650 -0.8798 -2.4216 0.161
H 0.0307 -2.7221 -1.4066 0.098
H -0.4358 -2.1933 0.0453 0.083



7
Properties=species:S:1:pos:R:3:lowdin_charge:R:1 method="wB97M-V/def2-TZVPD" e_lumo_ev=1.0505 e_above_lowest_kj_mol=168.7 homo_lumo_gap_ha=0.375 homo_ha=-0.3361
H -1.7322 0.1315 0.3262 0.070
N -1.1014 0.3620 -0.5623 -0.020
C 0.1612 -0.0010 -0.4455 -0.391
N 0.8169 -0.2495 0.7608 0.034
H 0.6417 -0.1505 -1.4994 0.129
H 1.7393 -0.7546 0.8343 0.109
H 0.3759 -0.0078 1.6223 0.069



68
Properties=species:S:1:pos:R:3:lowdin_charge:R:1 method="wB97M-V/def2-TZVPD" charge=+3 e_lumo_ev="-10.6283 / -9.3659" e_above_lowest_kj_mol=137.8 homo_lumo_gap_ha="0.177 / 0.223" homo_ha="-0.5674 / -0.5674"
In -1.2948 0.1456 0.7880 0.760
S -6.4988 -4.7231 4.5177 1.112
N -4.9029 -4.8527 4.2901 -0.203
C -4.4724 -3.7667 3.7124 -0.301
C -3.1076 -3.4215 3.3287 -0.059
C -2.0412 -4.2771 3.6619 0.058
C -0.7619 -3.9224 3.3101 -0.010
C -0.5970 -2.7003 2.6512 -0.135
N -1.6004 -1.8639 2.3514 -0.013
C -2.8562 -2.2367 2.6827 -0.161
C -3.9341 -1.3263 2.3259 -0.171
N -3.6133 -0.2037 1.6636 -0.024
C -4.6076 0.6101 1.3236 -0.127
C -5.9644 0.4213 1.6245 0.006
C -6.2546 -0.7061 2.3639 0.055
C -5.2242 -1.5999 2.7118 -0.059
C -5.5238 -2.8343 3.4400 -0.301
N -6.6941 -3.2155 3.8809 -0.177
H -2.2390 -5.2096 4.1581 0.134
H 0.1260 -4.4836 3.5546 0.120
H 0.3982 -2.3216 2.4377 0.090
H -4.3510 1.5064 0.7302 0.069
H -6.7225 1.0847 1.1988 0.133
H -7.2854 -0.9438 2.6409 0.141
C 2.7113 4.2618 -1.8765 -0.039
C 1.6806 3.5210 -0.9804 -0.127
N 0.3452 3.5430 -1.5964 -0.152
C 0.4196 2.8948 -2.9150 -0.131
C 1.3694 3.6678 -3.8594 -0.067
N 1.9498 4.7759 -3.0805 -0.096
C 0.8915 5.7339 -2.5825 -0.031
C -0.1185 4.8981 -1.7728 -0.145
H 3.5065 3.6028 -2.2172 0.133
H 3.1089 5.1416 -1.4166 0.129
H 1.6098 3.9967 -0.0142 0.127
H 2.0267 2.4828 -0.7832 0.114
H -0.5846 2.9032 -3.3498 0.132
H 0.7317 1.8508 -2.7890 0.116
H 0.7800 4.1010 -4.6922 0.154
H 2.1956 3.0777 -4.2381 0.134
H 2.5748 5.3242 -3.6782 0.201
H 0.4294 6.2068 -3.4475 0.145
H 1.4614 6.4744 -2.0086 0.145
H -1.1004 4.8200 -2.2188 0.095
H -0.2325 5.3251 -0.7985 0.128
C 3.7474 -0.7613 1.7437 -0.129
C 3.3641 -1.9890 0.9085 -0.405
As 2.4696 -1.5203 -0.6558 1.327
C 1.9869 -3.0421 -1.5706 -0.412
C 1.1397 -4.0001 -0.7084 -0.131
C 3.4716 -0.4099 -1.8230 -0.389
C 4.8079 -1.1106 -2.2733 -0.102
H 4.5271 -1.0232 2.4582 0.097
H 2.8397 -0.4294 2.2470 0.068
H 4.0748 0.0903 1.1133 0.073
H 2.8653 -2.7467 1.4883 0.067
H 4.2993 -2.4947 0.5873 0.112
H 2.9081 -3.5396 -1.8797 0.099
H 1.5018 -2.7728 -2.5081 0.093
H 1.6610 -4.1413 0.2576 0.065
H 1.0449 -4.9927 -1.1606 0.095
H 0.1130 -3.6197 -0.5736 0.077
H 3.6931 0.5399 -1.3491 0.048
H 2.8312 -0.2367 -2.7266 0.090
H 5.5053 -1.3974 -1.4772 0.086
H 5.3058 -0.3893 -2.9056 0.083
H 4.5632 -1.9877 -2.8661 0.074
I -4.4538 4.2115 -1.3595 0.113



62
Properties=species:S:1:pos:R:3:lowdin_charge:R:1 method="wB97M-V/def2-TZVPD" e_lumo_ev=-0.6818 e_above_lowest_kj_mol=401.0 homo_lumo_gap_ha=0.307 homo_ha=-0.3316
C 1.8949 -3.9912 3.1022 0.119
C 1.0316 -4.0870 2.2782 -0.140
C -0.0399 -4.2264 1.2927 -0.135
C 0.2111 -3.3913 0.0539 -0.133
C 1.4709 -3.4251 -0.5404 -0.015
C 1.7645 -2.6878 -1.6719 -0.044
C 0.8002 -1.8727 -2.2462 0.001
C -0.4454 -1.8042 -1.6495 -0.088
C -0.7494 -2.5592 -0.5178 -0.037
C -2.1233 -2.3891 0.0417 -0.276
O -2.7319 -3.2841 0.5854 0.121
C -2.6994 -1.0149 -0.0659 -0.093
C -3.5569 -0.5536 1.0764 -0.114
C -2.9188 0.5728 1.8928 -0.400
C -1.5045 0.2190 2.3649 -0.053
C -3.8175 0.9403 3.0908 -0.060
C -2.4030 -0.2936 -1.1521 -0.089
C -2.8787 1.1021 -1.4391 -0.115
C -1.7119 2.0800 -1.2188 -0.168
C -0.8970 2.4115 -2.4933 -0.188
C 0.6091 2.3374 -2.2661 -0.228
C 1.1967 3.5229 -1.4712 -0.239
C 1.4376 3.2318 0.0064 -0.238
C 2.6019 2.2731 0.3635 -0.425
S 3.5750 1.8004 -1.0916 1.020
C 4.6657 0.7165 -0.2833 -0.699
N 4.5277 0.2407 0.9072 0.048
N 5.6431 -0.5730 1.1198 0.056
C 6.3299 -0.5210 0.0430 -0.202
O 5.7870 0.2824 -0.8968 0.038
C -1.4933 -0.8928 -2.1767 -0.283
O -1.5712 -0.6048 -3.3499 0.123
H 2.6614 -3.9418 3.8333 0.024
H -0.1031 -5.2754 1.0022 0.136
H -0.9804 -3.9656 1.7635 0.105
H 2.2511 -4.0311 -0.1001 0.120
H 2.7499 -2.7272 -2.1129 0.109
H 0.9968 -1.2804 -3.1277 0.122
H -3.7350 -1.3989 1.7408 0.123
H -4.5359 -0.2365 0.7115 0.128
H -2.8290 1.4731 1.2866 0.109
H -0.9070 -0.2575 1.5879 0.070
H -0.9757 1.1332 2.6422 0.081
H -1.5195 -0.4084 3.2540 0.081
H -3.4020 0.5690 4.0246 0.072
H -3.8998 2.0217 3.1919 0.075
H -4.8280 0.5531 2.9743 0.074
H -3.7299 1.3295 -0.8023 0.108
H -3.2323 1.1331 -2.4698 0.123
H -2.0641 3.0116 -0.7760 0.115
H -1.0435 1.6262 -0.4854 0.093
H -1.1812 1.7400 -3.2989 0.093
H -1.1698 3.4180 -2.8130 0.110
H 1.1123 2.2745 -3.2316 0.110
H 0.8409 1.4023 -1.7511 0.084
H 0.4878 4.3506 -1.5305 0.110
H 2.1069 3.8783 -1.9523 0.087
H 1.6298 4.1774 0.5122 0.107
H 0.5346 2.8226 0.4532 0.091
H 3.2784 2.7372 1.0738 0.078
H 2.2325 1.3647 0.8280 0.070
H 7.2492 -1.0525 -0.1165 0.129



17
Properties=species:S:1:pos:R:3:lowdin_charge:R:1 method="wB97M-V/def2-TZVPD" e_lumo_ev=1.0489 e_above_lowest_kj_mol=391.8 homo_lumo_gap_ha=0.304 homo_ha=-0.2658
C 1.2068 -2.1008 0.9620 -0.060
C 0.4653 -0.4274 -1.5719 0.021
N 0.2768 0.3690 -0.5719 -0.189
C 0.6440 1.0594 0.5069 -0.055
C -0.7973 0.8222 0.3073 -0.293
C -1.7561 1.8754 -0.1884 -0.060
H 2.0828 -2.4450 0.4123 0.022
H 1.2547 -2.4661 1.9832 0.016
H 0.3186 -2.5146 0.4828 0.019
H 1.4685 -0.5680 -1.9548 0.075
H -0.3735 -1.0040 -1.9403 0.076
H 1.1784 -1.0065 0.9985 -0.020
H 1.2672 1.9361 0.5803 0.093
H -1.2574 0.0048 0.8722 0.129
H -2.2207 2.3341 0.6914 0.077
H -2.5555 1.4835 -0.8248 0.071
H -1.2071 2.6524 -0.7280 0.080



104
Properties=species:S:1:pos:R:3:lowdin_charge:R:1 method="wB97M-V/def2-TZVPD" charge=+3 e_lumo_ev="-8.4402 / -9.6495" e_above_lowest_kj_mol=0.0 homo_lumo_gap_ha="0.228 / 0.203" homo_ha="-0.5383 / -0.5579" spin_multiplicity=5
Os 1.2952 0.5343 -1.7217 1.029
Se 0.6875 1.2168 -5.3360 0.832
Se 1.8444 2.2493 -3.5947 0.738
C 0.4248 3.4092 -2.9497 -0.634
C 0.3862 4.7464 -3.2938 -0.060
C -0.6735 5.4921 -2.7878 -0.018
C -1.6121 4.8709 -1.9806 -0.020
C -1.4667 3.5178 -1.6978 -0.123
N -0.4585 2.7947 -2.1785 -0.010
C 0.0095 -0.3384 -4.4687 -0.626
C -0.6985 -1.1846 -5.3246 -0.084
C -1.2049 -2.3704 -4.8435 -0.002
C -0.9976 -2.6922 -3.5037 -0.027
C -0.3081 -1.8039 -2.7192 -0.185
N 0.2022 -0.6314 -3.1735 -0.161
H 1.1382 5.1916 -3.9299 0.120
H -0.7610 6.5430 -3.0277 0.130
H -2.4479 5.4224 -1.5745 0.123
H -2.1745 2.9909 -1.0682 0.114
H -0.8314 -0.9144 -6.3640 0.118
H -1.7452 -3.0388 -5.4998 0.135
H -1.3637 -3.6167 -3.0801 0.120
H -0.1345 -2.0090 -1.6700 0.041
S -0.1440 0.1244 0.0432 0.632
C 0.5020 1.3624 1.0773 -0.743
N -0.1117 1.5414 2.2511 0.087
N 0.1395 2.5346 3.0306 0.084
C 0.6850 3.8340 2.8349 -0.221
C 1.2272 4.4316 3.9681 -0.001
C 1.7118 5.7278 3.8888 -0.041
C 1.6272 6.4237 2.6927 -0.042
C 1.0464 5.8272 1.5765 -0.055
C 0.5737 4.5303 1.6342 -0.037
N 1.6477 1.9751 0.7876 0.041
N 2.2010 1.6538 -0.3353 -0.200
C 3.5360 2.1793 -0.4654 -0.275
C 4.0080 3.1659 0.3989 0.000
C 5.3107 3.6136 0.2624 -0.035
C 6.1491 3.0795 -0.7103 -0.036
C 5.6806 2.0857 -1.5558 -0.048
C 4.3748 1.6353 -1.4372 -0.112
H -0.2292 2.3789 3.9629 0.170
H 1.2798 3.8862 4.9017 0.126
H 2.1447 6.1926 4.7631 0.123
H 1.9968 7.4370 2.6308 0.120
H 0.9551 6.3857 0.6550 0.112
H 0.1033 4.0854 0.7696 0.096
H 3.3623 3.5839 1.1578 0.103
H 5.6758 4.3858 0.9249 0.121
H 7.1659 3.4335 -0.8029 0.123
H 6.3307 1.6577 -2.3063 0.121
H 4.0344 0.8422 -2.0932 0.061
C -4.9361 -6.7718 -0.3485 -0.030
C -5.2283 -5.6733 -1.1458 -0.049
C -4.5561 -4.4782 -0.9511 -0.123
C -3.6088 -4.3872 0.0709 -0.395
C -3.2931 -5.4991 0.8549 -0.110
C -3.9706 -6.6873 0.6474 -0.046
Sb -2.6945 -2.5463 0.3956 1.698
C -2.3680 -2.1872 2.4239 -0.394
C -1.5912 -3.0586 3.1862 -0.126
C -1.4610 -2.8376 4.5468 -0.053
C -2.0936 -1.7499 5.1357 -0.043
C -2.8440 -0.8710 4.3680 -0.059
C -2.9742 -1.0751 3.0027 -0.121
C -4.0395 -1.1161 -0.3367 -0.401
C -5.3385 -1.1308 0.1697 -0.119
C -6.2682 -0.2187 -0.3088 -0.046
C -5.9069 0.6894 -1.2939 -0.045
C -4.6153 0.6956 -1.8013 -0.070
C -3.6743 -0.2041 -1.3215 -0.143
H -5.4632 -7.7028 -0.5049 0.125
H -5.9833 -5.7483 -1.9159 0.121
H -4.7899 -3.6214 -1.5720 0.100
H -2.5504 -5.4403 1.6393 0.092
H -3.7526 -7.5480 1.2638 0.123
H -1.0921 -3.9082 2.7358 0.095
H -0.8757 -3.5172 5.1506 0.120
H -2.0035 -1.5901 6.2014 0.121
H -3.3408 -0.0312 4.8348 0.117
H -3.5593 -0.3849 2.4075 0.098
H -5.6375 -1.8462 0.9271 0.116
H -7.2763 -0.2255 0.0822 0.123
H -6.6393 1.3890 -1.6727 0.120
H -4.3446 1.3958 -2.5810 0.110
H -2.6666 -0.1887 -1.7218 0.063
C 5.1188 -2.6844 -0.1400 -0.033
C 3.9044 -2.3471 0.7223 -0.627
C 2.9435 -3.5305 0.8054 -0.040
C 4.3478 -1.9346 2.1228 -0.030
N 3.1514 -1.1698 0.2125 -0.054
N 2.6920 -1.2964 -1.1429 -0.067
H 5.6584 -3.5322 0.2781 0.101
H 5.8136 -1.8426 -0.1848 0.092
H 4.8448 -2.9689 -1.1587 0.075
H 3.3993 -4.3365 1.3781 0.099
H 2.7051 -3.9504 -0.1756 0.077
H 2.0212 -3.2323 1.3068 0.081
H 4.9483 -2.7206 2.5771 0.099
H 3.4844 -1.7422 2.7587 0.088
H 4.9618 -1.0320 2.0888 0.089
H 3.7764 -0.3671 0.2189 0.089
H 2.1047 -2.1270 -1.1681 0.070
H 3.4666 -1.4838 -1.7853 0.097